(1)
Formula: C4H6O2
Source: the Open Molecules 2025 dataset
Level of theory: the ωB97M-V functional and the def2-TZVPD basis

Values from the calculation:
calculated total energy = -306.4368 Eh
SMILES string = C[C@H]1O[C@H]1C=O
ΔE to the lowest compared entry with this formula, charge and spin = 43.6 kcal/mol
E_LUMO = 0.77 eV
orbital gap = 10.951 eV

```
12
Properties=species:S:1:pos:R:3:forces:R:3:lowdin_charge:R:1
C -1.366016 0.594766 0.366504 0.0 0.0 -0.1 -0.027
C -0.677431 -0.638629 -0.130788 -0.1 -0.2 0.5 -0.321
O -0.077190 -0.680634 -1.409056 0.1 0.0 0.0 -0.001
C 0.773883 -0.751885 -0.258693 0.5 0.5 -0.4 -0.208
C 1.718516 0.421014 -0.102842 0.1 -0.5 0.5 -0.197
O 2.578454 0.411125 0.746025 -0.4 0.2 -0.5 0.062
H -1.479395 0.510090 1.454017 0.0 0.1 -0.2 0.092
H -0.778039 1.489044 0.146284 -0.2 0.0 0.0 0.081
H -2.357101 0.680913 -0.084509 0.1 0.1 0.1 0.084
H -1.152181 -1.583954 0.130748 -0.2 0.1 0.0 0.144
H 1.216012 -1.714760 -0.032222 0.2 0.0 -0.1 0.150
H 1.600483 1.262907 -0.825471 -0.1 -0.3 0.2 0.139
```
Positions in Å, forces in eV/Å.

(2)
Formula: C4H6O2
Source: the Open Molecules 2025 dataset
Level of theory: the ωB97M-V functional and the def2-TZVPD basis

Values from the calculation:
calculated total energy = -306.3640 Eh
SMILES string = C[C@]12O[C@H]1[C@@H]2O
ΔE to the lowest compared entry with this formula, charge and spin = 89.3 kcal/mol
E_LUMO = 0.91 eV
orbital gap = 9.882 eV

```
12
Properties=species:S:1:pos:R:3:forces:R:3:lowdin_charge:R:1
C -0.048238 1.115504 1.116606 0.1 0.1 0.0 0.009
C 0.289036 -0.147609 0.414629 -0.1 0.2 0.0 -0.359
O 1.436490 -0.992468 0.577654 -0.1 -0.4 0.2 0.037
C 0.909842 -0.739421 -0.736055 0.1 -0.2 -0.3 -0.130
C -0.519610 -1.039099 -0.476986 0.1 -0.2 0.1 -0.236
O -1.352760 -0.280989 -1.305109 -0.1 -0.1 -0.1 0.001
H -0.005816 0.959790 2.199468 0.0 0.0 -0.2 0.090
H 0.607944 1.943750 0.843203 0.0 -0.1 0.1 0.088
H -1.082354 1.370548 0.856416 0.2 0.0 0.0 0.091
H 1.460860 -0.618903 -1.653797 0.3 0.5 0.2 0.151
H -0.907285 -2.031283 -0.256437 0.0 0.2 0.1 0.156
H -0.788110 0.460178 -1.579593 -0.5 0.0 -0.1 0.102
```
Positions in Å, forces in eV/Å.